[1]
C54H143N9O22 | ωB97M-V/def2-TZVPD

Output
- Relative energy (zero: lowest compared OMol25 entry of this formula, charge and spin): 0.0 kJ/mol
- Max |F|: 1.7 eV/Å
- Orbital gap: 8.54 eV

```
228
C54H143N9O22, DFT ωB97M-V/def2-TZVPD
H -0.432 -2.284 -4.445
H 7.366 3.341 3.078
C 7.368 -1.575 -0.844
C -1.938 4.765 2.377
H -3.714 0.122 -7.391
H -2.886 -4.458 -2.492
H -2.778 -1.092 0.205
H -6.635 -4.368 2.483
N -0.298 5.206 -5.038
H -0.075 -7.673 -8.960
H -6.042 -2.258 3.702
H -3.471 3.824 -5.265
C -0.840 -6.997 -8.557
H 5.248 2.376 4.897
H -2.136 -1.807 4.499
H -2.326 -0.824 -9.282
H 5.128 5.595 5.913
H 2.837 1.704 -5.763
H 1.566 3.514 7.628
C -5.339 -2.964 3.219
C -2.068 1.535 2.256
C 6.337 1.512 3.521
H -0.883 0.226 9.741
H 3.198 2.710 3.363
H 2.340 -0.235 -3.976
C -0.768 2.375 8.614
C 4.491 4.949 6.522
H 1.186 -2.747 -0.162
H 1.400 2.771 3.495
C -1.575 5.644 -4.488
C 2.262 2.165 3.198
H 4.550 3.949 6.081
C -6.557 -4.620 4.480
C -1.547 2.622 3.233
C 0.131 -2.233 -5.382
O -1.501 3.532 -0.915
H -5.210 0.273 -2.195
C -3.731 4.337 -6.198
N 6.156 1.916 4.921
O 3.161 5.422 6.615
H -9.056 -7.688 4.477
C 5.996 0.776 5.830
H -3.233 -1.882 -2.987
H -1.371 -6.488 -9.359
C 0.873 4.872 6.319
H 4.414 -0.435 4.931
O 3.655 1.071 6.141
H -5.816 -4.562 5.285
C 2.215 2.364 -6.386
O -2.950 -3.464 -4.336
H -0.988 5.190 2.726
H -1.757 2.413 9.085
C 1.563 -3.117 0.794
H 7.173 0.823 3.369
H -2.036 -2.466 -0.730
H 4.687 -0.619 6.691
N -2.217 0.209 2.841
H 2.298 4.645 -5.125
H -1.222 -3.624 5.758
H -1.792 -2.525 2.947
H -2.819 0.250 3.654
H -2.215 2.877 -2.721
H -1.358 -0.290 -2.317
O -2.450 2.351 -3.499
O -0.260 -6.034 -7.726
C 6.561 2.718 2.659
H 2.321 3.367 -3.889
H 2.295 5.436 4.764
N 0.792 -4.596 -5.178
C 6.543 -0.795 0.148
H -3.204 -3.897 -9.612
H -2.069 4.802 -3.975
H -7.511 -6.196 5.495
H -4.553 -1.482 1.959
H 1.533 -4.129 -4.668
H -7.354 -3.898 4.727
H -2.653 5.586 2.330
H -0.879 2.821 -0.658
H -0.467 4.485 -5.734
H -4.747 1.450 -1.341
H 1.850 -6.362 -5.188
H 2.526 3.813 5.453
N 0.702 3.626 7.105
H 3.127 3.378 0.983
H 2.549 -0.797 0.096
H -0.123 3.772 -3.501
H 2.051 -0.226 5.887
H 0.182 0.643 11.098
H -1.551 -2.120 0.920
C 0.186 -3.589 -6.043
H -2.116 -0.372 -6.922
C -2.450 6.221 -5.570
H 4.799 -1.301 2.072
H 0.104 4.837 5.546
C -2.893 -1.455 -8.584
C -3.640 -2.301 -3.916
C -5.015 -2.476 1.835
H 2.562 0.067 7.587
C -2.233 -4.120 -3.298
H 2.628 1.698 -0.740
H -2.468 -0.734 -4.820
H -6.353 -6.774 4.319
H 6.742 0.270 -0.012
H -1.572 -7.626 -8.030
H -1.345 -3.546 -3.026
O 2.872 -2.637 1.025
N -3.734 -1.626 -6.284
H -1.589 2.202 4.244
H 0.645 0.987 0.422
H -3.810 3.591 -6.982
H -1.361 6.382 -3.706
H 4.606 5.244 1.961
H -0.499 0.043 3.995
H 0.389 -4.177 5.221
N -5.937 -4.280 3.210
H -3.400 -2.580 -6.367
H -0.743 1.643 7.797
C 4.635 0.102 5.863
C 2.438 0.518 6.594
C -8.790 -7.340 3.475
C 5.567 4.731 2.008
H -4.698 -2.556 -3.782
C -1.869 -1.656 -0.013
N 0.540 1.665 -0.330
C -7.125 -6.011 4.475
H -3.853 -1.670 -9.077
C 2.139 2.899 0.952
H -1.232 4.286 7.700
O -6.200 -2.387 1.103
H -1.556 -4.408 -9.101
C 1.693 3.859 -4.647
H -1.842 -4.995 -3.823
H 7.793 -4.762 -1.328
H -1.029 4.359 -0.746
H -8.157 -8.061 2.949
H 6.225 1.139 6.836
O 2.176 1.794 1.840
O -0.754 -0.872 -0.391
C 1.810 2.357 -0.408
O 0.084 5.952 -0.630
O -2.770 5.296 -6.582
C -0.379 3.732 8.089
C 0.085 0.658 10.011
H 0.217 1.509 -2.436
H 0.998 6.250 -0.660
H -1.749 -3.139 -10.301
H 0.898 -2.773 1.599
H -4.102 -0.341 -4.633
H 7.115 -1.243 -1.867
H 4.380 0.264 1.410
H -6.945 -1.979 -0.760
H -0.852 -3.831 -6.291
H -1.963 7.062 -6.067
H -5.389 -2.816 -0.734
H -4.279 -3.132 1.347
N 5.121 -1.052 -0.029
H -0.372 -1.527 -6.055
C -2.184 -3.566 -9.383
C -1.029 0.122 -1.349
H -0.312 -0.538 2.337
H 0.697 -3.503 -7.013
H -1.441 1.460 1.369
H -0.508 2.909 3.050
H 2.098 -5.452 -6.631
H -1.813 4.382 1.357
H 5.944 4.616 0.983
H -4.449 -2.954 3.857
H 1.054 0.149 -1.708
O 5.374 3.492 2.633
H 1.703 1.315 6.700
C 1.399 -0.585 -4.405
H 7.552 -3.574 -2.589
H -1.844 0.785 -1.029
H 6.265 5.370 2.563
O -0.220 -2.470 4.312
H 1.363 3.620 1.249
H 0.828 5.283 -3.291
H 8.993 -3.443 -1.519
H -0.559 -6.704 -5.796
C 7.933 -3.710 -1.570
H 6.764 0.031 5.601
H 0.698 -7.579 -6.744
H 0.818 5.736 6.991
H -0.418 6.651 -1.061
H 1.591 -4.204 0.831
C -3.087 -0.770 -7.257
H 1.720 1.774 -7.151
O 0.221 1.986 9.559
H -3.084 1.850 2.017
C 2.250 4.846 5.689
H -3.357 6.653 -5.111
H 2.328 -0.851 1.883
O 7.204 -2.939 -0.640
H -9.702 -7.197 2.897
H -1.044 -4.359 4.186
H 5.023 -2.038 -0.258
O -4.425 0.768 -1.942
H -4.694 4.831 -6.000
H -5.415 -1.104 -0.286
C -0.998 -0.522 3.187
C -1.357 -1.876 3.721
C 1.313 -5.734 -5.909
C -5.992 -2.037 -0.245
H 5.437 0.965 3.204
O 1.461 -1.763 -5.161
H 1.042 0.241 -5.041
H 6.897 2.473 1.641
C 2.923 -1.221 1.040
C -3.469 -1.191 -4.929
O -8.166 -6.072 3.534
C 0.245 -6.601 -6.537
O 1.208 2.946 -5.593
H 1.785 3.208 -1.099
C 0.255 0.885 -1.540
O -2.165 -2.638 -8.331
C -0.533 -3.697 4.904
H 2.905 3.107 -6.802
H 0.015 4.286 8.957
C 4.359 -0.810 1.185
H 6.908 -1.047 1.159
H -3.165 1.783 -3.183
H 2.299 1.245 3.780
H 8.427 -1.268 -0.769
H 0.876 0.029 9.590
H 4.857 4.855 7.544
H 0.678 -0.667 -3.588
C 0.505 4.521 -4.007
O -2.403 3.748 3.233
```


[2]
C17H26NO7 | ωB97M-V/def2-TZVPD

Output
- Max |F|: 2.2 eV/Å
- Orbital gap: 9.72 eV
- Total charge: +1

```
51
C17H26NO7, DFT ωB97M-V/def2-TZVPD
O -0.559 -0.507 2.240
O -2.989 -1.195 5.782
C 3.949 1.860 -3.278
C -0.914 0.881 -5.108
H -5.016 -1.962 4.076
C 2.581 1.271 1.873
H 0.244 0.677 3.761
H -0.404 1.180 -6.023
H 0.842 2.725 -2.598
H 0.550 1.960 1.747
H 2.849 1.707 2.834
H 2.893 1.954 1.082
C -0.300 -0.533 0.917
H -2.815 0.718 -6.006
C -4.297 -2.713 4.409
O -1.011 -2.246 5.856
H 3.849 2.222 -4.317
O -1.415 -0.516 7.248
H -3.967 -0.026 -3.917
C 4.358 0.377 -3.292
C -2.270 0.601 -5.071
C 1.096 1.014 1.790
H 3.142 0.346 1.731
C -2.948 -2.079 4.651
H 5.334 0.198 -3.748
O -0.918 -1.164 0.116
H 4.769 2.447 -2.844
H 3.623 -0.196 -3.883
C -1.771 -1.246 6.383
H 1.266 -0.656 3.189
H -4.694 -3.140 5.331
C 1.624 2.317 -3.240
C -0.836 0.365 -2.770
H 1.599 0.276 -3.178
H -2.681 -0.245 -1.834
C -1.878 -3.059 5.059
H 1.659 0.867 -4.758
H 1.866 3.063 -4.010
N 1.245 0.983 -3.831
O 2.788 2.139 -2.480
H 4.281 -0.007 -2.268
H -2.641 -1.495 3.779
H -1.343 -3.476 4.208
C -2.180 0.089 -2.738
C 0.563 0.121 2.882
C -0.217 0.753 -3.932
H -0.274 0.263 -1.837
H -2.257 -3.877 5.677
H -4.234 -3.493 3.650
C -2.905 0.204 -3.920
O 0.764 0.255 0.608
```


[3]
C22H60Be2F3O20 | ωB97M-V/def2-TZVPD

Output
- Relative energy (zero: lowest compared OMol25 entry of this formula, charge and spin): 0.0 kJ/mol
- Max |F|: 4.1 eV/Å
- Orbital gap (spin up / spin down): 2.25 / 2.70 eV
- Expectation value of S²: 1.2682
- Spin multiplicity: 2
- Total charge: +2

```
107
C22H60Be2F3O20, DFT ωB97M-V/def2-TZVPD
O -6.866 -1.192 -2.570
C 5.556 3.860 4.134
C -4.475 -1.095 -3.275
O 0.086 -0.612 -6.532
O -4.468 2.135 1.266
H 1.656 -0.973 1.514
C -1.022 -0.705 -5.546
C -0.233 4.586 2.846
C -5.821 -0.397 -3.170
H -1.377 0.038 -1.424
C -2.268 -1.304 -6.277
F 1.685 2.344 0.977
H -4.320 -1.331 -1.266
C 2.347 -2.472 -2.520
C -0.348 6.033 2.586
O -3.427 -0.497 -6.225
O -1.527 6.243 1.954
O 4.978 1.489 3.615
H -1.208 -3.890 1.596
O 2.025 1.162 -2.394
H 0.866 -4.804 4.055
H 4.091 1.627 3.956
H -2.266 -0.312 4.112
C 5.841 2.336 4.357
H -4.637 -1.877 -4.017
H 5.947 2.035 5.399
O 0.688 -2.005 3.996
H -5.322 0.388 0.150
C -0.008 -1.178 -0.264
C 2.135 -3.823 -3.249
H 0.214 -0.028 4.239
C 1.810 2.495 -2.536
O 1.066 4.343 3.219
H 1.708 2.901 -1.530
H -5.407 0.899 2.537
H 3.688 -2.286 -3.909
H -3.763 -1.000 1.914
C -3.967 -0.173 1.235
O 3.220 -0.256 0.482
H -0.947 4.369 3.640
C 1.493 1.233 1.730
H 4.016 4.967 4.004
H -6.303 -1.817 -2.108
H -3.720 1.173 2.960
H 2.842 -2.681 -1.572
C 3.062 3.135 -3.279
H 2.935 2.922 -4.340
H 6.164 4.366 4.884
H -1.259 -2.902 4.233
H 5.894 4.389 3.243
H -1.302 0.253 -5.107
H -1.789 7.156 1.812
C -4.406 1.029 2.125
H -5.788 0.579 -2.685
H -1.533 -0.943 2.742
H -0.481 4.101 1.902
H -2.987 -0.049 0.773
H 0.499 -5.112 -0.151
O 4.215 4.162 4.489
O 4.358 2.754 -2.754
C -0.790 -0.871 -1.555
H 1.335 3.455 2.973
H 0.792 -1.112 -6.116
H -0.632 -1.125 0.628
H 4.880 3.549 -2.890
H 3.015 4.201 -3.059
H -0.934 -6.272 2.757
H 0.442 -2.156 -0.430
O 1.109 -3.604 -4.335
H -0.577 -1.275 -4.731
H 0.266 -4.063 -4.307
H 6.849 2.129 3.996
H -2.396 -2.186 -5.650
F 0.260 1.333 2.328
H 0.786 -6.149 2.513
O -4.214 -1.832 -2.078
Be 5.485 -0.353 1.929
C -1.612 -1.131 3.813
O 1.083 -0.300 -0.219
H 0.601 -3.845 1.522
O -4.912 -0.480 0.188
O -2.070 -2.394 4.307
H -0.198 -1.117 5.512
C -0.180 -1.027 4.426
H -0.262 -0.752 -2.501
H 1.565 -1.658 4.172
Be 4.508 0.213 -1.992
O 3.267 -1.720 -3.258
H -3.877 -0.615 -7.065
H 0.857 2.631 -3.048
H 1.458 0.698 -1.774
F 2.278 1.395 2.785
H -4.126 2.947 1.649
O -0.353 -5.136 0.290
C -0.287 -4.473 1.591
C 1.871 -0.086 0.918
H 1.338 -2.105 -2.332
H -6.003 -0.322 -4.242
O -0.041 -5.113 3.995
H 1.756 -4.546 -2.527
H 0.487 6.501 2.065
H -1.947 -1.454 -7.308
H -3.684 -0.432 -3.623
C -0.121 -5.556 2.638
H -1.453 -1.713 -1.758
H 2.948 -4.344 -3.755
H -0.409 6.480 3.578
```